<w>
The following is a quantum chemistry calculation of a cluster of 3 separate species, C7H18N2O in total, from the Open Molecules 2025 dataset.

Last column: Löwdin charge in e.
Geometry (Å):
C 0.286 -0.983 -1.254  -0.482
C 0.238 0.558 0.454  -0.382
C -1.135 0.545 0.153  -0.203
C 1.520 -1.757 -0.858  -0.053
C 0.780 -0.066 1.718  -0.056
C 1.117 1.655 -0.097  -0.070
C -2.142 -0.419 0.714  -0.076
N 0.485 -0.207 -2.413  0.085
N -1.520 2.206 1.322  -0.035
O -0.805 -1.843 -1.469  -0.011
H -0.922 -2.406 -0.693  0.093
H -1.427 1.033 -0.769  0.118
H -0.392 0.121 -2.796  0.089
H 1.013 -0.689 -3.138  0.093
H -0.911 2.997 1.107  -0.032
H -1.301 1.964 2.291  -0.026
H 2.370 -1.097 -0.687  0.076
H 1.792 -2.471 -1.651  0.088
H 1.348 -2.344 0.046  0.080
H 0.207 -0.932 2.047  0.072
H 1.822 -0.366 1.579  0.080
H 0.773 0.669 2.526  0.086
H 0.598 2.262 -0.837  0.082
H 1.465 2.309 0.706  0.085
H 2.002 1.226 -0.576  0.074
H -2.748 -0.845 -0.088  0.079
H -2.818 0.116 1.384  0.077
H -1.696 -1.239 1.280  0.069

Calculated values
HOMO energy (spin up / spin down) = -0.2461 / -0.2460 Eh



<x>
The following is a quantum chemistry calculation of a cluster of 3 separate species, C7H18N2O in total, from the Open Molecules 2025 dataset.

Last column: Löwdin charge in e.
Geometry (Å):
C -0.311 1.315 -0.945  -0.498
C 0.047 -1.027 0.254  -0.364
C 0.948 0.053 0.260  -0.222
C -1.457 1.896 -0.163  -0.043
C -1.122 -1.110 1.196  -0.041
C -0.099 -1.901 -0.963  -0.071
C 1.249 0.909 1.452  -0.082
N -0.763 0.729 -2.164  0.065
N 1.768 -1.849 1.227  0.012
O 0.627 2.364 -1.134  -0.050
H 1.356 2.043 -1.677  0.089
H 1.762 -0.025 -0.455  0.118
H -0.011 0.338 -2.719  0.078
H -1.278 1.395 -2.739  0.091
H 1.900 -2.651 0.612  -0.017
H 1.319 -2.212 2.069  -0.010
H -1.124 2.264 0.805  0.077
H -2.255 1.169 -0.037  0.067
H -1.876 2.754 -0.706  0.089
H -1.024 -0.461 2.062  0.076
H -2.050 -0.879 0.670  0.082
H -1.218 -2.136 1.556  0.089
H -0.997 -1.634 -1.520  0.074
H 0.772 -1.832 -1.614  0.085
H -0.218 -2.941 -0.653  0.085
H 2.310 0.832 1.686  0.080
H 0.698 0.629 2.347  0.072
H 1.045 1.967 1.295  0.070

Calculated values
HOMO energy (spin up / spin down) = -0.2582 / -0.2583 Eh



So which one is most stable? That would be <x>, about 0.101 eV below the next structure.



<w>
The following is a quantum chemistry calculation of the ion C3H8NS with charge -1, from the Open Molecules 2025 dataset.

Last column: Löwdin charge in e.
Geometry (Å):
C -0.227 0.715 1.226  -0.123
C -0.562 -0.091 -0.053  -0.556
C 0.535 -1.146 -0.268  -0.699
S 2.193 -0.436 -0.784  0.080
N -0.626 0.868 -1.173  -0.027
H 0.106 1.734 0.996  0.058
H -1.119 0.841 1.844  0.050
H 0.636 0.355 1.789  0.051
H -1.479 -0.626 0.210  0.107
H 0.273 -1.779 -1.124  0.015
H 0.646 -1.783 0.611  0.030
H -0.763 0.307 -2.011  0.044
H 0.387 1.041 -1.265  -0.029

Calculated values
SMILES string = C[C@@H](N)C[S-]
HOMO energy = -0.0898 Eh
Total charge = -1



<x>
The following is a quantum chemistry calculation of a cluster of 2 separate species, C3H8NS in total, from the Open Molecules 2025 dataset.

Last column: Löwdin charge in e.
Geometry (Å):
C 1.644 0.041 1.676  -0.773
S 2.665 -0.731 0.392  0.020
H 0.705 -0.500 1.863  -0.021
H 2.156 0.037 2.629  -0.036
H 1.369 1.086 1.486  -0.016
C -1.822 0.526 -0.553  -0.172
C -0.173 -0.604 -1.696  -0.102
N -1.273 0.004 -1.795  -0.111
H -1.084 0.626 0.250  0.057
H -2.619 -0.149 -0.240  0.066
H -2.250 1.519 -0.722  0.058
H 0.297 -1.115 -2.535  0.057
H 0.385 -0.739 -0.755  -0.027

Calculated values
HOMO energy = -0.0856 Eh
Total charge = -1



<y>
The following is a quantum chemistry calculation of the ion C3H8NS with charge -1, from the Open Molecules 2025 dataset.

Last column: Löwdin charge in e.
Geometry (Å):
C 0.394 -0.147 0.437  -0.343
C 0.309 -1.689 0.285  -0.847
S -1.113 -2.456 1.042  0.088
C -0.509 0.577 -0.559  -0.302
N -0.451 2.064 -0.318  -0.039
H -0.104 -0.037 1.414  0.071
H 1.411 0.254 0.415  0.089
H 0.442 -1.867 -0.798  0.036
H 1.161 -2.099 0.837  0.013
H -0.116 0.395 -1.559  0.095
H -1.527 0.247 -0.388  0.081
H 0.289 2.215 0.357  0.030
H -0.186 2.542 -1.164  0.028

Calculated values
SMILES string = NCCC[S-]
HOMO energy = -0.0809 Eh
Total charge = -1



<z>
The following is a quantum chemistry calculation of a cluster of 2 separate species, C3H8NS in total, from the Open Molecules 2025 dataset.

Last column: Löwdin charge in e.
Geometry (Å):
C 0.022 2.141 -1.089  -0.820
S 1.508 1.364 -1.716  0.006
H 0.356 2.499 -0.015  -0.006
H -0.954 1.501 -1.050  -0.010
H -0.273 3.153 -1.733  0.023
C 0.033 -1.589 1.657  -0.212
C -0.446 -1.058 -0.567  -0.091
N -0.857 -1.599 0.558  -0.115
H -0.337 -1.760 2.689  0.071
H 0.787 -2.310 1.541  0.050
H 0.609 -0.700 1.745  0.060
H -1.072 -0.878 -1.433  0.054
H 0.623 -0.763 -0.587  -0.012

Calculated values
HOMO energy = -0.0840 Eh
Total charge = -1



So which one is most stable? That would be <w>, about 0.278 eV below the next structure.



<w>
The following is a quantum chemistry calculation of a cluster of 2 separate species, C3H12NO in total, from the Open Molecules 2025 dataset.

Last column: Löwdin charge in e.
Geometry (Å):
C -0.704 -1.609 1.128  0.026
C -0.384 -0.288 0.370  -0.323
C 1.032 0.173 0.641  0.005
N -0.338 -0.549 -1.165  0.233
H -1.727 -1.907 0.905  0.114
H -0.028 -2.419 0.850  0.111
H -0.555 -1.391 2.183  0.116
H -1.242 0.365 0.531  0.162
H 1.673 -0.712 0.658  0.130
H 1.097 0.591 1.681  0.149
H 1.484 1.062 0.092  0.141
H -1.171 -1.056 -1.470  0.191
H -0.160 0.363 -1.601  0.128
H 0.565 -0.984 -1.345  0.172
H 0.287 3.198 -1.842  0.200
H 0.265 2.687 -0.359  0.143
O -0.094 2.476 -1.256  0.301

Calculated values
HOMO energy (spin up / spin down) = -0.8059 / -0.7861 Eh
Spin multiplicity = 2
Total charge = +2



<x>
The following is a quantum chemistry calculation of a cluster of 4 separate species, C3H12NO in total, from the Open Molecules 2025 dataset.

Last column: Löwdin charge in e.
Geometry (Å):
C 1.427 -0.155 0.265  0.134
C 0.831 0.651 1.233  -0.169
C -0.135 1.805 1.061  -0.059
N -0.175 -0.924 -2.580  0.488
H 1.765 -1.119 0.631  0.111
H 2.382 1.838 0.902  0.464
H 1.493 0.214 -0.752  0.067
H 0.970 0.270 2.244  0.133
H -0.614 1.770 0.080  0.087
H 0.596 2.610 1.055  0.072
H -0.958 1.782 1.765  0.110
H 0.748 -1.353 -2.462  0.151
H -0.964 -1.534 -2.855  0.167
H -0.269 -0.077 -3.163  0.167
H -1.410 -1.407 -0.306  0.003
H -2.463 -1.337 0.813  0.088
O -1.549 -1.102 0.589  -0.013

Calculated values
HOMO energy (spin up / spin down) = -0.7158 / -0.7107 Eh
Spin multiplicity = 2
Total charge = +2



So which one is most stable? That would be <w>, about 3.397 eV below the next structure.



<w>
The following is a quantum chemistry calculation of a cluster of 2 separate species, CH2O2S in total, from the Open Molecules 2025 dataset.

Last column: Löwdin charge in e.
Geometry (Å):
C 0.694 0.829 0.239  -0.736
O -1.609 -0.956 0.274  0.041
O 1.704 0.000 0.176  -0.003
S -0.608 1.657 -0.154  0.716
H -2.263 -1.418 0.222  -0.170
H 2.081 -0.113 -0.758  0.153

Calculated values
HOMO energy (spin up / spin down) = -0.3772 / -0.2522 Eh



<x>
The following is a quantum chemistry calculation of an isolated molecule of CH2O2S, from the Open Molecules 2025 dataset.

Last column: Löwdin charge in e.
Geometry (Å):
C 0.625 0.050 -0.077  -0.329
O -1.838 -0.877 0.377  -0.463
O -0.177 1.128 0.347  -0.340
S -1.154 0.038 -0.461  0.975
H 1.479 0.190 -0.835  0.108
H 1.065 -0.529 0.649  0.049

Calculated values
HOMO energy = -0.3756 Eh



So which one is most stable? That would be <x>, about 4.257 eV below the next structure.



<w>
The following is a quantum chemistry calculation of an isolated molecule of C4H5NO2S, from the Open Molecules 2025 dataset.

Last column: Löwdin charge in e.
Geometry (Å):
C -1.581 0.294 0.366  -0.376
C 1.396 -1.146 0.529  -0.381
C 0.467 1.118 -1.147  -0.483
C -0.795 1.082 -0.625  -0.106
H -1.598 -1.555 1.513  0.204
H 1.307 -2.177 0.031  0.096
H 2.306 -1.304 1.202  0.105
H 0.859 1.778 -2.032  0.101
H -1.450 2.026 -0.686  0.133
N -0.944 -1.003 0.758  0.026
O -2.783 0.546 0.718  0.016
O 0.315 -0.539 1.245  -0.225
S 1.750 0.006 -0.987  0.892

Calculated values
SMILES string = O=C1C=CSCON1
HOMO energy = -0.3243 Eh



<x>
The following is a quantum chemistry calculation of an isolated molecule of C4H5NO2S, from the Open Molecules 2025 dataset.

Last column: Löwdin charge in e.
Geometry (Å):
C 0.336 -0.222 -0.101  -0.637
C -0.213 0.293 1.263  -0.116
C -1.134 -0.273 -0.547  -0.497
C 1.228 0.811 -0.866  -0.226
H 1.425 -2.086 -1.232  -0.107
H 0.071 1.298 1.503  0.103
H -0.071 -0.356 2.118  0.105
H -2.559 0.322 0.971  0.152
H 1.570 0.513 -1.851  0.123
N -1.589 0.224 0.664  0.112
O -1.685 -0.541 -1.596  0.076
O 1.508 1.863 -0.396  0.092
S 1.113 -1.846 0.072  0.820

Calculated values
SMILES string = O=C[C@@]1(S)CNC1=O
HOMO energy = -0.3484 Eh



<y>
The following is a quantum chemistry calculation of an isolated molecule of C4H5NO2S, from the Open Molecules 2025 dataset.

Last column: Löwdin charge in e.
Geometry (Å):
C 0.081 -0.255 1.294  -0.426
C 0.919 0.324 0.319  -0.416
C 1.442 1.496 0.514  -0.125
C 1.424 -0.510 -0.836  -0.037
N -2.094 -0.004 -0.278  -0.422
O 1.684 2.607 0.832  0.170
O -3.342 -0.473 -0.629  -0.164
S -1.536 -0.639 1.062  1.020
H 0.345 -0.148 2.385  0.089
H 2.177 -1.148 -0.439  0.068
H 1.884 0.045 -1.646  0.087
H 0.534 -1.105 -1.051  0.073
H -3.518 -0.190 -1.527  0.084

Calculated values
HOMO energy (spin up / spin down) = -0.2834 / -0.2896 Eh



<z>
The following is a quantum chemistry calculation of an isolated molecule of C4H5NO2S, from the Open Molecules 2025 dataset.

Last column: Löwdin charge in e.
Geometry (Å):
C -0.996 0.524 1.650  -0.562
C 0.047 0.561 0.539  -0.391
C 0.700 -0.857 0.034  -0.094
C 0.087 0.465 -1.708  -0.527
H -2.048 1.130 1.259  0.145
H 0.806 1.082 0.993  0.113
H 1.577 -1.073 0.637  0.116
H -0.218 -1.572 0.194  0.155
H 0.726 -1.435 -1.970  0.240
N 0.937 -0.492 -1.334  0.058
O -0.331 0.606 -2.886  0.063
O -0.339 1.182 -0.616  0.062
S -0.950 -0.121 3.207  0.623

Calculated values
SMILES string = O=C1NC[C@H](C=S)O1
HOMO energy = -0.3441 Eh



So which one is most stable? That would be <x>, about 1.224 eV below the next structure.



<w>
The following is a quantum chemistry calculation of a cluster of 2 separate species, C3H12N3S in total, from the Open Molecules 2025 dataset.

Last column: Löwdin charge in e.
Geometry (Å):
C 0.382 -0.390 -2.062  0.002
C 2.191 -0.426 -0.244  -0.031
C 0.773 -0.280 -0.670  -0.293
N -3.041 0.390 0.312  0.022
N -0.121 -0.013 0.258  0.005
N -0.044 0.154 1.675  -0.346
S 1.079 1.407 2.087  0.769
H 0.754 0.681 -2.486  0.178
H -0.792 -0.465 -2.246  0.142
H 0.913 -1.229 -2.438  0.084
H 2.471 -1.271 0.292  0.083
H 2.892 -0.457 -0.989  0.061
H 2.609 0.385 0.536  0.081
H -2.929 0.038 1.260  0.031
H -3.978 0.780 0.378  0.053
H -1.127 0.167 0.064  0.099
H 2.126 0.557 2.701  -0.027
H -0.995 0.365 1.897  0.043
H -3.161 -0.395 -0.325  0.045

Calculated values
HOMO energy = -0.5030 Eh
Total charge = +1



<x>
The following is a quantum chemistry calculation of a cluster of 3 separate species, C3H12N3S in total, from the Open Molecules 2025 dataset.

Last column: Löwdin charge in e.
Geometry (Å):
C 0.385 1.464 -2.078  -0.026
C 0.727 -1.306 -0.538  0.015
C 0.761 0.848 -0.792  0.060
N 0.159 2.945 0.832  0.050
N 0.086 -0.043 -0.086  -0.261
N -0.729 -0.004 0.868  0.227
S -1.084 -3.467 1.857  0.520
H 1.122 1.109 -2.748  0.089
H 0.710 2.450 -1.896  0.074
H -0.766 1.332 -2.333  0.159
H 1.062 -1.481 -1.579  0.130
H 1.695 -1.432 0.175  0.184
H 0.125 -2.109 -0.405  0.020
H -0.220 2.364 1.567  0.014
H 0.010 3.946 1.011  0.055
H 1.159 2.904 0.711  0.022
H -1.214 -4.600 1.152  -0.185
H -0.940 -0.896 1.345  0.034
H -1.353 -3.658 3.159  -0.180

Calculated values
HOMO energy = -0.4876 Eh
Total charge = +1



So which one is most stable? That would be <w>, about 3.938 eV below the next structure.